Formula: C22H50N3OP3Ti
Source: OMol25
Level of theory: ωB97M-V with the def2-TZVPD basis set

Results
- LUMO level (alpha / beta): -10.10 / -13.05 eV
- Charge: +3
- Frontier orbital gap (alpha / beta): 4.7312 / 1.7798 eV
- E_HOMO (alpha / beta): -14.827 / -14.825 eV
- 2S+1: 2
- E_tot: -81098.1244 eV
- ⟨S²⟩: 0.765
- Strongest force on any atom: 5.4 eV/A

Each line ends with the Mulliken charge.
Geometry (Å):
Ti1 -0.116 0.265 0.316  -0.838
P1 -0.836 2.042 2.148  1.442
P2 -2.539 0.505 -0.663  1.295
P3 2.305 1.157 0.587  1.485
H1 1.220 0.089 -9.171  0.268
C1 2.170 -0.375 -8.867  -0.578
C2 2.293 -1.699 -8.744  -0.467
H2 1.446 -2.376 -8.934  0.248
C3 -0.851 3.821 1.688  -1.246
C4 -2.512 1.826 2.867  -1.320
C5 0.186 2.067 3.674  -0.760
C6 -2.563 -0.561 -2.154  -1.421
C7 -3.960 -0.158 0.287  -1.236
C8 -3.089 2.134 -1.299  -1.218
C9 3.326 0.239 -0.625  -1.452
C10 3.214 0.833 2.136  -1.192
C11 2.591 2.920 0.166  -1.288
H3 3.024 0.301 -8.704  0.289
H4 3.250 -2.168 -8.469  0.260
H5 -1.220 4.404 2.544  0.506
H6 -1.509 3.959 0.819  0.316
H7 0.169 4.134 1.426  0.309
H8 -2.619 2.515 3.718  0.520
H9 -2.651 0.796 3.224  0.138
H10 -3.284 2.057 2.122  0.435
H11 0.493 3.098 3.894  0.565
H12 1.081 1.448 3.543  -0.214
H13 -0.390 1.684 4.526  0.352
H14 -3.597 -0.766 -2.467  0.549
H15 -2.061 -1.512 -1.925  0.372
H16 -2.024 -0.080 -2.981  0.339
H17 -4.884 0.377 0.036  0.416
H18 -3.762 -0.057 1.359  0.252
H19 -4.089 -1.220 0.044  0.457
H20 -3.976 2.011 -1.935  0.499
H21 -2.272 2.573 -1.889  0.302
H22 -3.326 2.807 -0.463  0.357
H23 4.382 0.264 -0.322  0.609
H24 3.223 0.660 -1.634  0.300
H25 2.986 -0.805 -0.645  0.345
H26 4.270 0.659 1.898  0.534
H27 2.805 -0.067 2.610  0.067
H28 3.134 1.680 2.825  0.451
H29 3.643 3.074 -0.113  0.476
H30 2.340 3.569 1.016  0.346
H31 1.945 3.185 -0.685  0.327
C12 0.739 -0.189 -2.593  -0.402
C13 0.531 1.088 -3.151  0.545
C14 0.979 1.337 -4.443  -0.952
C15 1.610 0.354 -5.197  -0.409
C16 1.802 -0.910 -4.638  -0.637
C17 1.353 -1.200 -3.357  -0.256
O1 0.403 -0.467 -1.331  0.255
H32 -0.318 1.835 -0.108  0.357
H33 0.048 1.850 -2.534  0.255
H34 0.843 2.328 -4.864  0.449
H35 1.966 0.561 -6.214  0.321
H36 2.310 -1.682 -5.210  0.488
H37 1.483 -2.180 -2.904  0.475
C18 -1.464 -3.923 1.447  -0.977
N1 -1.034 -3.265 2.674  0.129
C19 -1.026 -4.037 3.910  -0.686
C20 -0.532 -2.020 2.599  -0.697
N2 -0.497 -1.466 1.383  0.063
N3 -0.035 -1.356 3.732  1.123
C21 -0.917 -1.081 4.881  -1.281
C22 1.357 -1.634 4.138  -1.296
H38 -1.761 -4.936 1.669  0.342
H39 -0.629 -3.961 0.733  0.465
H40 -2.326 -3.395 1.018  0.294
H41 -0.009 -4.043 4.341  0.246
H42 -1.768 -3.628 4.617  0.246
H43 -1.315 -5.056 3.648  0.355
H44 -0.900 -2.116 0.706  -0.346
H45 -0.994 -1.945 5.555  0.428
H46 -0.500 -0.246 5.463  0.311
H47 -1.914 -0.810 4.514  0.391
H48 1.937 -1.968 3.268  0.436
H49 1.398 -2.425 4.902  0.431
H50 1.812 -0.725 4.560  0.338

***

Formula: C22H50P2Si2Ti
Source: OMol25
Level of theory: ωB97M-V with the def2-TZVPD basis set

Results
- LUMO level (alpha / beta): 0.14 / -0.07 eV
- Charge: 0
- Frontier orbital gap (alpha / beta): 5.8298 / 6.4415 eV
- E_HOMO (alpha / beta): -5.686 / -6.508 eV
- 2S+1: 3
- E_tot: -81069.1222 eV
- ⟨S²⟩: 2.010
- ΔE to the lowest compared entry with this formula, charge and spin: 0.0 kcal/mol
- Strongest force on any atom: 2.7 eV/A

Each line ends with the Mulliken charge.
Geometry (Å):
P1 -0.053 -1.500 -1.822  1.289
P2 0.116 1.833 -1.819  1.393
C1 -0.358 -0.523 -3.323  0.361
C2 0.351 0.820 -3.316  0.377
H1 -1.430 -0.443 -3.561  0.666
H2 0.096 -1.149 -4.092  -1.321
H3 1.423 0.723 -3.536  0.663
H4 -0.088 1.437 -4.100  -1.636
C3 -1.489 2.643 -2.221  -1.526
H5 -1.856 3.256 -1.392  0.383
H6 -2.265 1.900 -2.459  0.436
H7 -1.309 3.274 -3.101  0.337
C4 1.470 2.995 -1.827  -1.288
H8 1.258 3.781 -2.566  0.381
H9 2.386 2.449 -2.091  0.451
H10 1.583 3.428 -0.826  0.289
C5 -1.029 -2.995 -1.984  -1.339
H11 -0.834 -3.627 -1.106  0.383
H12 -0.740 -3.520 -2.908  0.374
H13 -2.101 -2.738 -2.008  0.341
C6 1.692 -1.959 -2.034  -1.445
H14 2.346 -1.078 -1.944  0.314
H15 1.817 -2.419 -3.027  0.412
H16 1.954 -2.681 -1.250  0.528
Ti1 -0.787 0.265 -0.299  -0.724
C7 0.413 1.685 -6.209  -0.142
C8 -0.940 1.728 -6.082  -0.113
C9 -1.864 1.015 -7.017  -0.905
C10 -1.468 -0.440 -7.355  -0.885
C11 -0.765 -1.186 -6.259  -0.204
C12 0.585 -1.274 -6.165  -0.342
C13 1.528 -0.505 -7.038  -0.920
C14 1.144 0.969 -7.309  -0.909
C15 0.192 -1.387 0.758  -1.447
H17 1.063 2.308 -5.588  0.466
H18 -1.419 2.436 -5.407  0.388
H19 -1.943 1.571 -7.966  0.289
H20 -2.873 1.012 -6.577  0.365
H21 -2.400 -0.987 -7.568  0.456
H22 -0.882 -0.461 -8.288  0.335
H23 -1.427 -1.775 -5.618  0.514
H24 1.060 -2.061 -5.577  0.568
H25 1.637 -1.012 -8.012  0.303
H26 2.527 -0.532 -6.575  0.378
H27 2.091 1.514 -7.455  0.441
H28 0.602 1.042 -8.266  0.352
H29 0.865 -0.832 1.421  0.400
H30 0.744 -2.266 0.405  0.485
H31 -0.654 -1.770 1.349  0.193
C16 -2.845 -0.113 2.752  -1.119
Si1 -1.187 0.671 3.170  0.675
C17 -1.540 1.711 4.731  -1.468
C18 -0.041 -0.625 3.945  -1.251
C19 -0.465 1.489 1.531  -0.118
Si2 -0.816 3.350 1.834  0.305
C20 0.201 4.033 3.278  -1.159
C21 -0.349 4.598 0.500  -1.317
C22 -2.668 3.626 2.087  -1.117
H32 -3.356 -0.340 3.703  0.349
H33 -2.742 -1.051 2.191  0.319
H34 -3.485 0.568 2.175  0.269
H35 -2.175 1.088 5.383  0.443
H36 -0.617 1.919 5.290  0.327
H37 -2.064 2.660 4.583  0.315
H38 0.029 -1.555 3.367  0.369
H39 0.975 -0.229 4.084  0.317
H40 -0.432 -0.878 4.944  0.374
H41 0.640 1.393 1.640  0.371
H42 1.199 4.312 2.911  0.355
H43 -0.268 4.949 3.668  0.332
H44 0.341 3.350 4.120  0.262
H45 -0.524 4.273 -0.526  0.331
H46 -0.942 5.512 0.655  0.380
H47 0.705 4.885 0.587  0.299
H48 -3.251 3.103 1.319  0.226
H49 -3.058 3.323 3.063  0.370
H50 -2.866 4.703 1.978  0.395

***

Formula: C22H51F2Hg3N4O18S2
Source: OMol25
Level of theory: ωB97M-V with the def2-TZVPD basis set

Results
- LUMO level (alpha / beta): -8.58 / -9.99 eV
- Charge: +2
- Frontier orbital gap (alpha / beta): 3.9758 / 2.2760 eV
- E_HOMO (alpha / beta): -12.552 / -12.270 eV
- 2S+1: 2
- E_tot: -106051.9510 eV
- ⟨S²⟩: 0.762
- Strongest force on any atom: 11.7 eV/A

Each line ends with the Mulliken charge.
Geometry (Å):
Hg1 -0.518 19.381 -9.893  3.285
Hg2 -1.190 16.038 -11.717  1.651
Hg3 -0.065 19.199 -13.521  1.593
N1 0.642 21.308 -13.570  -0.076
S1 2.159 21.931 -13.713  0.761
O1 2.622 22.855 -12.631  -0.518
O2 2.755 21.954 -15.080  -0.554
F1 2.842 20.580 -13.162  -0.168
S2 0.031 22.571 -14.272  0.708
O3 0.203 22.579 -15.742  -0.539
O4 -0.096 23.814 -13.544  -0.495
F2 -1.389 21.873 -14.204  -0.287
C1 1.168 17.640 -11.470  1.289
O5 1.236 18.839 -11.464  -0.189
O6 0.479 17.208 -10.558  -1.280
O7 0.726 17.256 -12.500  -1.327
C2 -2.362 18.658 -11.960  0.775
O8 -1.970 17.983 -12.910  -0.925
O9 -1.814 19.758 -11.811  -0.756
O10 -2.315 18.097 -10.904  -0.839
C3 -0.869 22.323 -9.111  -1.073
C4 0.034 22.516 -10.301  -0.193
O11 0.527 21.346 -10.674  0.362
O12 -1.777 21.347 -9.164  -0.411
H1 -1.346 23.299 -9.014  0.582
H2 -0.218 22.167 -8.250  0.168
H3 0.846 23.184 -10.013  0.295
H4 -0.491 22.994 -11.128  0.496
H5 0.958 21.519 -11.514  -0.664
H6 -2.434 21.721 -9.757  0.309
C5 7.610 23.980 -11.959  -0.678
O13 7.619 22.539 -11.939  -0.373
C6 6.461 22.085 -11.152  -0.949
C7 5.718 20.857 -11.780  0.497
N2 6.622 19.665 -11.773  -0.359
C8 5.979 18.629 -12.617  -1.017
C9 4.643 18.021 -11.851  0.882
O14 5.242 17.209 -10.881  -0.404
C10 4.226 17.001 -9.874  -0.146
H7 6.739 24.331 -12.512  0.264
H8 8.578 24.215 -12.402  0.252
H9 7.636 24.342 -10.931  0.303
H10 5.665 22.808 -10.973  0.431
H11 6.840 21.955 -10.139  0.410
H12 5.295 21.230 -12.713  0.054
H13 4.863 20.589 -11.159  -0.325
H14 7.526 19.988 -12.088  0.362
H15 6.707 17.825 -12.725  0.451
H16 5.878 19.126 -13.582  0.464
H17 4.142 17.610 -12.728  0.002
H18 3.918 18.709 -11.417  -0.569
H19 4.436 16.063 -9.360  0.482
H20 3.192 16.995 -10.220  -0.419
H21 4.162 17.817 -9.154  0.296
C11 -1.405 14.596 -5.911  -0.939
O15 -1.327 15.836 -6.673  -0.289
C12 -2.628 16.497 -6.710  -0.763
C13 -2.553 17.595 -7.750  -0.877
N3 -1.210 18.274 -7.866  0.505
C14 -1.089 19.246 -6.783  -0.706
C15 0.450 19.603 -6.865  -1.097
O16 1.098 19.375 -8.139  -0.252
C16 2.435 19.792 -8.212  -0.571
H22 -0.546 13.933 -6.017  0.293
H23 -2.152 13.957 -6.382  0.383
H24 -1.488 14.685 -4.828  0.331
H25 -2.664 17.083 -5.791  0.280
H26 -3.444 15.779 -6.787  0.539
H27 -3.416 18.129 -7.352  0.280
H28 -2.816 17.195 -8.730  0.163
H29 -0.470 17.601 -7.731  0.271
H30 -1.365 18.933 -5.776  0.481
H31 -1.736 20.117 -6.888  0.290
H32 0.816 18.891 -6.124  0.597
H33 0.596 20.528 -6.308  0.419
H34 3.066 19.322 -7.458  0.387
H35 2.631 20.849 -8.033  0.376
H36 2.703 19.654 -9.259  -0.183
C17 -4.951 14.603 -14.915  -0.748
O17 -3.624 14.417 -14.571  -0.394
C18 -2.795 15.389 -15.090  -0.522
C19 -1.353 15.272 -14.906  -0.355
N4 -0.957 14.469 -13.709  -0.184
C20 0.467 14.157 -13.653  -0.843
C21 0.704 13.488 -12.299  -0.590
O18 0.392 14.301 -11.217  -0.090
C22 1.177 13.964 -10.098  -0.944
H37 -5.555 13.790 -14.513  0.265
H38 -4.999 14.747 -15.994  0.320
H39 -5.369 15.480 -14.421  0.308
H40 -3.058 16.318 -14.585  0.129
H41 -3.032 15.594 -16.134  0.450
H42 -1.136 16.314 -14.669  -0.126
H43 -0.808 14.974 -15.802  0.687
H44 -1.475 13.658 -14.016  0.282
H45 1.114 15.033 -13.677  0.156
H46 0.862 13.468 -14.400  0.607
H47 1.757 13.208 -12.307  0.506
H48 0.113 12.577 -12.197  0.370
H49 0.807 14.390 -9.166  0.128
H50 2.133 14.486 -10.057  0.355
H51 1.241 12.894 -9.898  0.422